[1]
The following is a DFT calculation (ωB97M-V/def2-TZVPD) of the molecule C5H9NO2.

```
! wB97M-V def2-TZVPD RIJCOSX def2/J DEFGRID3
* xyz 0 1
C 0.86267 0.65077 -0.70189
C 0.58836 0.71302 0.85024
C -0.54951 -0.44073 1.15687
C -0.19200 -1.31627 0.03389
C -0.30125 -0.36568 -1.05520
H 0.81730 2.03958 -2.11733
H 1.87859 0.20370 -0.93892
H 0.18482 1.74983 0.96602
H 1.48466 0.62105 1.54439
H -0.38806 -0.87687 2.18926
H -2.06332 0.52620 1.95137
H 0.78623 -1.69654 0.16646
H -0.10078 -2.30429 -1.85329
H -1.20556 0.18835 -0.79712
N -0.79982 -1.73959 -1.32803
O 0.86928 1.97083 -1.12119
O -1.87159 0.07664 1.05449
*
```

As for the molar mass: 115.1 g/mol. For the frontier orbital gap, the calculation gives 0.357 Eh. The value obtained for the LUMO energy is 0.816 eV. As for the SMILES: O[C@@H]1C[C@H](O)[C@H]2N[C@@H]21.

=====

[2]
The following is a DFT calculation (ωB97M-V/def2-TZVPD) of the molecule C5H9NO2.

```
! wB97M-V def2-TZVPD RIJCOSX def2/J DEFGRID3
* xyz 0 1
O 1.47334 2.77541 -0.27547
C 0.49610 2.10113 -0.43461
C 0.21475 0.81925 0.32473
C 0.41315 -0.38318 -0.59827
C -0.31683 -1.65569 -0.11843
C -1.77574 -1.61133 -0.40148
O -2.32644 -2.26908 -1.24880
N 0.99765 0.66326 1.54335
H -0.26159 2.35682 -1.20776
H -0.84040 0.85158 0.61150
H 0.07562 -0.12984 -1.60298
H 1.47121 -0.61546 -0.67747
H 0.18334 -2.51403 -0.55343
H -0.14149 -1.71990 0.95921
H -2.38653 -0.87085 0.14824
H 0.74175 1.38849 2.20640
H 1.98213 0.81342 1.32527
*
```

As for the molar mass: 115.1 g/mol. For the frontier orbital gap, the calculation gives 0.387 Eh. The value obtained for the LUMO energy is 0.752 eV. As for the SMILES: N[C@@H](C=O)CCC=O.

=====

[3]
The following is a DFT calculation (ωB97M-V/def2-TZVPD) of the molecule C5H9NO2.

```
! wB97M-V def2-TZVPD RIJCOSX def2/J DEFGRID3
* xyz 0 1
C -0.93884 -0.83392 0.13324
C -0.18389 -2.13873 0.05705
C 0.21228 0.41104 0.96273
C 0.36204 0.65800 -0.42808
N 1.12929 0.59292 -1.50616
C -0.45592 1.65353 0.35058
O 0.16845 2.89296 0.54486
O 0.78751 0.07738 2.00650
H 0.82522 2.77949 1.24718
H 0.81175 0.98716 -2.38143
H 1.94932 0.00367 -1.51730
H -1.52937 1.75152 0.21076
H -1.63323 -0.79147 0.97168
H -1.51742 -0.61547 -0.76550
H -0.87745 -2.97939 -0.02093
H 0.42134 -2.27424 0.95407
H 0.46891 -2.17446 -0.81924
*
```

As for the molar mass: 115.1 g/mol. For the frontier orbital gap, the calculation gives 0.322 Eh. The value obtained for the LUMO energy is 0.595 eV.

=====

[4]
The following is a DFT calculation (ωB97M-V/def2-TZVPD) of a 2-piece molecular cluster, C5H9NO2 overall.

```
! wB97M-V def2-TZVPD RIJCOSX def2/J DEFGRID3
* xyz 0 1
C -1.08455 -0.94362 -0.45663
C 2.54881 -0.14855 0.02331
C -1.11254 -0.14820 0.66435
N -1.59512 -0.53840 -1.64416
C 0.50234 1.20554 -0.00975
C -1.74855 -0.01931 1.80473
O 1.31639 0.12915 -0.61776
O 1.03337 2.06655 0.67636
H -0.37181 -1.75867 -0.50898
H -2.35765 0.12400 -1.62088
H -1.33636 -1.04422 -2.47818
H -0.17748 1.52902 -0.82511
H 2.40604 -0.87396 0.83437
H 2.97760 0.78038 0.40722
H 3.21960 -0.59136 -0.71517
H -2.55138 -0.67822 2.11054
H -1.66870 0.90988 2.35574
*
```

As for the molar mass: 115.1 g/mol. For the frontier orbital gap, the calculation gives 0.317 Eh. The value obtained for the LUMO energy is 0.405 eV. As for the SMILES: C=C=CN.COC=O.

=====

[5]
The following is a DFT calculation (ωB97M-V/def2-TZVPD) of C5H9NO2 as an isolated structure.

```
! wB97M-V def2-TZVPD RIJCOSX def2/J DEFGRID3
* xyz 0 1
C -0.73792 -1.49276 0.74906
C -0.11249 -0.18494 1.34526
C -0.66732 1.07303 0.68928
C 0.75733 0.70803 0.46291
C 0.31436 1.02633 -1.68075
H -0.32810 -1.43049 -0.40609
H -0.05103 -2.36653 1.17356
H -2.07148 -1.38434 1.02199
H -0.03028 -0.37090 2.48138
H -0.99075 2.03338 1.35160
H -1.50822 0.94923 -0.04963
H 1.48706 1.27014 0.86348
H 1.85551 -1.24964 -1.69851
H 0.48857 0.34110 -2.65176
N 0.81847 0.14207 -0.88728
O 0.99309 -1.11666 -1.23648
O -0.21680 2.05294 -1.52804
*
```

As for the molar mass: 115.1 g/mol. For the frontier orbital gap, the calculation gives 0.354 Eh. The value obtained for the LUMO energy is 0.402 eV.

=====

[6]
The following is a DFT calculation (ωB97M-V/def2-TZVPD) of a 2-piece molecular cluster, C5H9NO2 overall.

```
! wB97M-V def2-TZVPD RIJCOSX def2/J DEFGRID3
* xyz 0 1
C 2.26191 -0.37157 -0.50224
O 1.34854 -0.97783 0.36769
C 1.91126 1.03725 -0.70468
C 1.53150 2.17070 -0.80856
H -0.11817 -0.63565 1.28373
H 3.27812 -0.39863 -0.07398
H 2.34400 -0.84448 -1.49360
H 1.22100 3.17412 -0.89615
C -1.76839 0.46818 -0.44153
C -2.09021 -0.45385 0.70435
N -0.98663 -1.19434 1.15955
O -3.18023 -0.56260 1.20866
H -1.18181 -1.67673 2.02837
H 0.48505 -1.76834 0.36516
H -2.65333 1.03756 -0.71840
H -1.45758 -0.13694 -1.29644
H -0.94502 1.13315 -0.18192
*
```

As for the molar mass: 115.1 g/mol. For the frontier orbital gap, the calculation gives 0.394 Eh. The value obtained for the LUMO energy is 0.676 eV. As for the SMILES: CC(N)=O.C#CCO.

=====

[7]
The following is a DFT calculation (ωB97M-V/def2-TZVPD) of a 2-piece molecular cluster, C5H9NO2 overall.

```
! wB97M-V def2-TZVPD RIJCOSX def2/J DEFGRID3
* xyz 1 2
C 0.95138 -0.34406 -0.76305
N -0.25569 0.24268 -1.20673
C -0.38175 1.25376 -2.05623
O -1.33176 2.07142 -1.95313
C 1.25067 0.08310 0.70868
C 0.00393 0.13134 1.54222
C -0.55521 -1.11618 1.81990
O 0.10738 -2.21730 1.58761
H 0.83476 -1.40721 -0.85970
H 1.79997 0.02743 -1.38410
H -1.08990 0.04742 -0.60610
H 0.38708 1.34700 -2.77584
H 1.83311 1.06795 0.77805
H 1.91327 -0.68814 1.07127
H -0.69195 1.07439 1.83443
H 0.53497 -0.84715 3.51181
H -1.55051 -1.20115 2.29223
*
```

As for the molar mass: 115.1 g/mol. For the frontier orbital gap (alpha / beta), the calculation gives 0.180 / 0.170 Eh. As for the expectation value of S²: 0.858. The value obtained for the LUMO energy (alpha / beta) is -8.763 / -8.946 eV.

=====

[8]
The following is a DFT calculation (ωB97M-V/def2-TZVPD) of an isolated ion of composition C5H9NO2P and charge +1.

```
! wB97M-V def2-TZVPD RIJCOSX def2/J DEFGRID3
* xyz 1 1
C -2.32891 -0.79496 -0.14425
C -2.24738 0.65127 -0.34128
C -1.31470 -1.60534 0.10527
C -1.33967 1.54635 -0.02392
C 2.13197 0.20742 0.61456
N 2.22328 -0.25594 -0.78298
O 0.03387 -1.09912 0.04160
O -0.04610 1.34229 0.44610
P 0.33682 0.01458 1.24323
H -3.37330 -1.10128 -0.06809
H -3.28703 0.98994 -0.64115
H -1.50055 -2.63264 0.56762
H -1.50818 2.68278 -0.08579
H 2.88885 -0.17497 1.31109
H 2.50621 1.30154 0.91103
H 1.55306 -0.92584 -0.77829
H 3.18074 -0.70716 -0.99455
H 2.09102 0.56106 -1.38021
*
```

As for the molar mass: 146.1 g/mol. For the frontier orbital gap, the calculation gives 0.332 Eh. The value obtained for the LUMO energy is -3.484 eV. As for the SMILES: [NH3+]Cp1occcco1.

=====

[9]
The following is a DFT calculation (ωB97M-V/def2-TZVPD) of the molecule C5H9NO2S.

```
! wB97M-V def2-TZVPD RIJCOSX def2/J DEFGRID3
* xyz 0 1
C 1.40702 -1.25922 -0.38061
C -1.17583 0.24455 -0.95401
C -2.40530 1.07605 -0.53986
C 0.93118 0.05758 0.20167
C 1.80260 0.29816 1.44092
N -0.16569 0.60543 0.00418
O 2.61259 -1.09451 -1.02170
O 0.82725 -2.26544 -0.26047
S -3.07801 0.56570 1.04612
H -1.47807 -0.79200 -0.88059
H -0.86155 0.48217 -1.96114
H -2.07082 2.11635 -0.50181
H -3.10213 0.94971 -1.40974
H 1.65576 1.32465 1.81350
H 2.83618 0.12814 1.12255
H 1.41274 -0.45114 1.98718
H 2.95982 -2.00631 -1.34836
H -2.10771 0.02011 1.64215
*
```

As for the molar mass: 147.2 g/mol. For the frontier orbital gap, the calculation gives 0.345 Eh. The value obtained for the LUMO energy is 0.512 eV. As for the SMILES: C/C(=N/CCS)C(=O)O.

=====

[10]
The following is a DFT calculation (ωB97M-V/def2-TZVPD) of C5H9NO2S as an isolated structure.

```
! wB97M-V def2-TZVPD RIJCOSX def2/J DEFGRID3
* xyz 0 1
C -2.89344 0.37081 -0.30821
C -0.74933 0.52864 1.07913
C -0.12379 0.75372 -0.24887
C -1.71017 -0.29289 0.25342
C 2.57576 0.63514 -0.64662
N -1.62397 -1.67886 0.15785
O -3.85369 -0.48090 -0.71905
O -3.03296 1.56525 -0.38417
S 1.07844 -0.37114 -0.88758
H -0.16261 -0.04470 1.79027
H -1.19710 1.41294 1.52014
H -0.43062 1.57213 -0.87347
H 2.74520 0.78784 0.41473
H 2.44633 1.58536 -1.15687
H 3.39592 0.07844 -1.08688
H -3.61526 -1.39402 -0.49296
H -0.90330 -2.07243 0.74870
H -1.51830 -2.02885 -0.78844
*
```

As for the molar mass: 147.2 g/mol. For the frontier orbital gap, the calculation gives 0.320 Eh. The value obtained for the LUMO energy is 0.494 eV.

=====

[11]
The following is a DFT calculation (ωB97M-V/def2-TZVPD) of the molecule C5H9NO2S.

```
! wB97M-V def2-TZVPD RIJCOSX def2/J DEFGRID3
* xyz 0 3
C 0.20814 -0.77292 1.11476
C -1.11314 -0.78073 1.09647
C 0.59423 0.84827 -0.64621
C 0.33821 1.95369 0.00431
C 1.86530 -1.29774 -0.76915
N 0.95436 -0.38350 -0.05413
O -3.15251 -0.94055 -0.36357
O -2.46019 1.26835 0.21115
S -1.93250 -0.26018 -0.36685
H 0.86060 -1.25557 1.75205
H -1.52752 -1.20272 2.02402
H 0.58948 0.82914 -1.75155
H 0.41073 1.76793 1.09235
H -1.82238 1.99524 0.05157
H -0.05494 2.90755 -0.42489
H 1.79435 -1.02073 -1.87261
H 2.93971 -1.28981 -0.36351
H 1.50806 -2.36573 -0.73420
*
```

As for the molar mass: 147.2 g/mol. For the frontier orbital gap (alpha / beta), the calculation gives 0.213 / 0.235 Eh. As for the expectation value of S²: 2.016. The value obtained for the LUMO energy (alpha / beta) is 0.599 / -2.491 eV.

=====

[12]
The following is a DFT calculation (ωB97M-V/def2-TZVPD) of C5H9NO3 as an isolated structure.

```
! wB97M-V def2-TZVPD RIJCOSX def2/J DEFGRID3
* xyz 0 1
C -0.01856 0.72770 0.01558
C -1.33793 1.41918 -0.21997
C 0.67452 -2.01323 -1.34969
N 0.54768 -1.69818 0.06675
C -0.00980 -0.59260 0.57235
C 0.16661 1.05768 1.96817
O 0.96332 0.96588 -0.95996
O -0.30232 -0.56118 1.84390
O -0.57238 1.83879 2.49355
H 0.79725 1.82704 -1.35700
H 0.70731 -2.43733 0.73682
H 1.24319 0.94532 2.13500
H -1.23317 2.49633 -0.05952
H -2.09115 1.07251 0.48300
H -1.68342 1.23474 -1.24243
H -0.21814 -2.52338 -1.72127
H 1.53707 -2.66292 -1.49384
H 0.82993 -1.09636 -1.91144
*
```

As for the molar mass: 131.1 g/mol. For the frontier orbital gap, the calculation gives 0.306 Eh. The value obtained for the LUMO energy is 0.624 eV.

=====

[13]
The following is a DFT calculation (ωB97M-V/def2-TZVPD) of C5H9NO3 as an isolated structure.

```
! wB97M-V def2-TZVPD RIJCOSX def2/J DEFGRID3
* xyz 0 1
C -0.91072 1.64897 0.59525
C -1.45024 0.53649 -0.30797
C -0.00206 -2.11051 -0.23008
C -0.40633 0.51764 1.33105
C 0.41200 -0.75996 -0.72399
N 1.96362 1.06423 -0.08790
O 1.15648 -0.02015 0.40300
O -0.53005 -0.17236 2.26709
O 0.73696 -0.46580 -1.84705
H 2.90679 0.77006 0.15466
H 1.87814 0.98624 -1.10789
H -1.59847 2.26373 1.18004
H -0.12449 2.24466 0.14074
H -2.41298 0.14186 -0.00228
H -1.34419 0.70480 -1.37025
H -0.35747 -2.09286 0.79533
H 0.86520 -2.77450 -0.29831
H -0.78219 -2.48254 -0.89145
*
```

As for the molar mass: 131.1 g/mol. For the frontier orbital gap, the calculation gives 0.322 Eh. The value obtained for the LUMO energy is 0.885 eV.

=====

[14]
The following is a DFT calculation (ωB97M-V/def2-TZVPD) of the molecule C5H9NO3.

```
! wB97M-V def2-TZVPD RIJCOSX def2/J DEFGRID3
* xyz 0 1
C 1.91618 -0.71536 0.89931
C -1.88232 0.41309 0.44332
N -0.55013 0.42576 -0.14230
C -0.01356 1.68578 -0.38860
C 0.06131 -0.77153 -0.49015
C -0.61663 -1.86011 -0.87409
O 1.44203 -0.85604 -0.44078
O 1.11700 1.70340 -1.12335
O -0.50288 2.75603 -0.05543
H 1.29219 2.65693 -1.24234
H 1.30793 -1.28921 1.60888
H 2.93793 -1.10343 0.94032
H 1.94147 0.33824 1.19449
H -2.06781 -0.52185 0.98218
H -2.62309 0.54813 -0.35009
H -1.98685 1.23097 1.16429
H -1.69378 -1.87808 -0.97870
H -0.07903 -2.76268 -1.14688
*
```

As for the molar mass: 131.1 g/mol. For the frontier orbital gap, the calculation gives 0.356 Eh. The value obtained for the LUMO energy is 0.797 eV. As for the SMILES: C=C(OC)N(C)C(=O)O.

=====

[15]
The following is a DFT calculation (ωB97M-V/def2-TZVPD) of the molecule C5H9NO3.

```
! wB97M-V def2-TZVPD RIJCOSX def2/J DEFGRID3
* xyz 0 1
C 1.68322 1.14052 -1.34922
C 0.47127 -0.70972 -0.12054
C 0.56490 0.55112 -0.56039
C -0.55708 -1.07210 0.85680
N -1.66989 1.37444 -0.46210
C -0.34672 -1.09525 2.17907
O -0.32443 1.48977 0.07470
O 1.31835 -1.72258 -0.50298
O -1.69710 -1.62663 0.32018
H 0.96883 -2.53666 -0.09121
H -1.77834 -1.25344 -0.57967
H -1.79293 2.25523 -0.95957
H -2.20730 1.45643 0.40262
H 2.53261 0.45381 -1.43261
H 1.34643 1.38760 -2.36056
H 2.04477 2.06053 -0.87723
H -1.09831 -1.50088 2.84662
H 0.54173 -0.65220 2.61611
*
```

As for the molar mass: 131.1 g/mol. For the frontier orbital gap, the calculation gives 0.347 Eh. The value obtained for the LUMO energy is 0.802 eV. As for the SMILES: C=C(O)/C(O)=C(/C)ON.

=====

Number 1: largest force on an atom 2.892 eV/Å. Number 2: largest force on an atom 1.141 eV/Å. Number 3: largest force on an atom 1.047 eV/Å. Number 4: largest force on an atom 4.121 eV/Å. Number 5: largest force on an atom 8.383 eV/Å. Number 6: largest force on an atom 4.664 eV/Å. Number 7: largest force on an atom 5.519 eV/Å. Number 8: largest force on an atom 6.488 eV/Å. Number 9: largest force on an atom 4.913 eV/Å. Number 10: largest force on an atom 3.162 eV/Å. Number 11: largest force on an atom 8.577 eV/Å. Number 12: largest force on an atom 1.204 eV/Å. Number 13: largest force on an atom 0.611 eV/Å. Number 14: largest force on an atom 1.999 eV/Å. Number 15: largest force on an atom 1.660 eV/Å.